[1]
The following is a DFT calculation (the ωB97M-V functional and the def2-TZVPD basis) of a cluster of 2 separate species, C15H18O in total.

```
34
Properties=species:S:1:pos:R:3:forces:R:3
C 3.4357 -1.4527 1.8899 5.9931 0.4109 -3.1522
C 2.6487 -0.2763 1.6648 0.4785 2.4111 2.1739
C 1.3652 -0.2965 1.2267 1.0859 -0.4343 -1.2865
C 0.7530 0.8609 0.7311 3.1463 -0.3585 3.7032
C 1.3115 2.0019 1.2218 2.8459 1.7693 -0.7269
O 0.9569 3.2451 0.7908 0.8613 0.9692 2.2722
C 2.6002 2.0941 1.9555 -3.1456 1.5158 -0.7970
C 3.2101 0.9372 2.2018 1.4740 -1.8408 -0.3966
H 3.9840 -1.8386 0.8874 -1.7976 0.4047 1.8589
H 2.9461 -2.1636 2.3780 -2.0124 -3.5282 1.7010
H 4.4081 -1.2653 2.4514 -1.4062 0.1074 -0.1788
H 1.0056 -1.2887 1.0943 -0.8835 -0.5622 -0.5410
H -0.1723 0.7760 0.3889 -3.6083 0.1676 -1.9290
H 0.4238 3.2576 0.0432 -1.6688 -0.4124 -1.9825
H 2.9003 3.1285 2.2447 -0.0891 -1.1545 -0.1959
H 4.1926 0.8179 2.7274 -1.0195 0.4961 -0.5316
C -2.1439 -2.7127 -2.6441 -0.4285 1.7117 2.9961
C -1.1799 -1.4975 -2.4482 -0.3886 -1.5915 -1.7890
C -1.7213 -0.5059 -1.4923 0.0629 2.1974 -0.5847
C -2.1839 -0.8393 -0.2217 1.5756 -1.4816 0.6708
C -2.4759 0.1835 0.7087 -0.3081 0.2577 0.2277
C -2.5638 1.4883 0.2778 0.6873 2.8866 -1.0119
C -2.1642 1.8248 -1.0935 -1.7028 -0.0865 3.9921
C -1.7068 0.9084 -1.9308 0.3423 -2.5488 -1.3477
H -3.0069 -2.5736 -3.1832 -1.3312 1.2077 -3.0292
H -2.8470 -2.9237 -1.8198 1.4378 -0.3349 1.1843
H -1.6674 -3.5602 -2.9469 1.2429 -2.3807 -0.7891
H -0.1524 -1.8745 -2.1580 -1.1221 0.4814 -0.2612
H -1.1339 -1.0725 -3.4993 0.4741 -0.0775 1.3742
H -2.0388 -1.9501 0.2015 -0.5457 2.6152 -1.2368
H -2.5318 -0.0788 1.7669 -0.3997 0.1280 -0.3056
H -2.7475 2.5080 0.8640 0.1466 -2.9320 -0.5621
H -2.2921 2.8394 -1.3281 0.1195 1.2362 -0.6331
H -1.4122 1.2988 -2.9509 -0.1163 -1.2498 1.1139
```
Forces are in eV/Å.

Computed properties:
2S+1: 1
HOMO-LUMO gap in eV: 8.6387
Relative energy (zero: lowest compared OMol25 entry of this formula, charge and spin) in kJ/mol: 354.2
HOMO in Ha: -0.2890
SMILES: Cc1ccc(O)cc1.CCc1ccccc1

***

[2]
The following is a DFT calculation (the ωB97M-V functional and the def2-TZVPD basis) of a structure of composition C9H16Ag3BBr8F4O3.

```
44
Properties=species:S:1:pos:R:3:forces:R:3
Ag -6.3620 1.5937 0.8630 0.3030 0.3153 -0.3984
Ag -3.2559 1.9542 -4.0642 -0.3486 0.3084 0.9885
Ag -3.1982 4.9794 0.8249 -0.1884 -0.5929 -0.4626
C -6.2412 4.1035 -2.9525 -2.1334 -1.3510 1.0386
O -5.1525 4.5196 -2.5546 4.1635 0.7654 0.8270
O -6.5832 2.9074 -2.7792 0.3802 -1.7515 -0.2329
O -7.0395 4.9385 -3.3549 -1.6143 1.7746 -1.3581
B -1.6553 1.3712 -0.2909 1.3886 -1.9125 -0.5676
F -1.3484 2.4743 -1.0178 0.2313 2.5419 -0.5479
F -2.2663 0.5084 -1.1516 -2.9896 -1.2461 -2.1505
F -0.5328 0.6300 -0.0143 2.2128 -0.0060 1.4024
F -2.3783 1.5921 0.8311 -1.2699 1.0136 1.4720
Br 4.9482 -2.4161 2.1454 -0.4263 -0.3172 0.2344
C 3.4302 -2.5616 3.4136 0.3245 1.3227 0.1596
C 3.7570 -3.6128 4.4570 -0.1874 0.2639 -0.0181
Br 2.3364 -3.6347 5.9187 0.8779 -0.2592 -1.3002
H 2.5100 -2.6629 2.8382 0.2382 -0.7226 0.0401
H 3.3788 -1.5379 3.7845 0.0840 -0.2409 0.4386
H 4.6738 -3.4442 5.0220 -0.1956 0.4414 -0.1988
H 3.9288 -4.5341 3.9005 -0.7360 -0.4816 0.6239
Br -1.7182 -4.6658 2.3205 -0.3010 0.1574 -0.5165
C -2.9030 -3.3994 1.3934 -1.6709 -0.3751 0.3960
C -4.3289 -3.9894 1.2713 -0.2835 -0.0752 -0.1413
Br -5.5188 -2.9653 0.0362 0.5885 0.0270 0.2448
H -2.5733 -3.1398 0.3874 0.5505 0.0937 0.4681
H -2.9741 -2.5901 2.1202 0.3497 0.3146 -0.6777
H -4.9188 -3.9488 2.1870 0.4657 -0.1634 0.0576
H -4.3840 -4.9909 0.8445 0.3157 0.1307 0.1651
Br 1.6360 5.7025 0.8059 0.1856 -0.5673 -0.1012
C 2.9180 4.2047 0.8257 0.7053 0.0673 0.5615
C 4.0994 4.6421 1.6895 0.0754 -0.6348 -0.7952
Br 5.5639 3.3405 1.2635 -0.4859 0.5236 0.4216
H 3.2978 3.9818 -0.1715 -0.5625 0.2960 -0.0610
H 2.4705 3.3124 1.2633 -0.3347 0.2425 -0.2479
H 3.8719 4.5635 2.7526 0.2778 0.2165 -0.1810
H 4.4629 5.6149 1.3583 0.0624 -0.1626 0.3958
Br 3.4377 -3.4989 -3.6716 -0.2550 0.5494 -0.3848
C 2.3151 -1.8835 -3.7937 0.0056 0.9105 -0.5785
C 2.2078 -1.2938 -5.2664 0.0160 -0.9227 1.1715
Br 0.7521 0.0983 -5.4257 1.0026 -1.0075 0.1553
H 2.7789 -1.1531 -3.1307 0.0572 -0.0709 -0.1689
H 1.3785 -2.1673 -3.3137 -0.0819 0.0623 -0.5785
H 2.0381 -2.1073 -5.9719 -0.5943 0.2315 0.0435
H 3.1410 -0.8352 -5.5933 -0.2029 0.2909 0.3614
```
Forces are in eV/Å.

Computed properties:
2S+1: 1
HOMO-LUMO gap in eV: 3.0483
Relative energy (zero: lowest compared OMol25 entry of this formula, charge and spin) in kJ/mol: 978.2
HOMO in Ha: -0.2295

***

[3]
The following is a DFT calculation (the ωB97M-V functional and the def2-TZVPD basis) of an isolated molecule of C6H12N2O5.

```
25
Properties=species:S:1:pos:R:3:forces:R:3
N 2.3713 -0.8339 -1.2631 3.0042 2.5586 -0.7878
C 2.0697 -0.6452 0.1066 -2.5640 -0.2937 2.9236
C 2.5480 0.5964 0.9798 3.8974 -2.3799 -2.9037
O 2.5544 1.5666 0.0015 -0.3888 2.9203 -0.2123
C 0.5899 -0.6254 0.3199 -1.2344 -0.7061 0.2733
O 0.0740 -0.6650 1.4275 0.8046 0.4740 1.0149
N -0.2705 -0.5843 -0.7137 2.4854 -1.1364 -4.7688
C -1.5563 -0.0772 -0.5707 1.3977 2.2540 0.2358
C -2.3508 -0.8753 0.3972 -0.7916 -2.2916 1.4606
O -3.7144 -0.6099 -0.0483 -2.9132 -2.6577 1.5386
C -1.3964 1.5191 -0.2412 -2.0467 -2.5956 0.7930
O -0.4077 2.1447 -0.3205 1.7752 1.0358 -0.3838
O -2.5637 1.9956 0.1857 -0.6864 -1.4003 -0.2009
H 3.4098 -1.1110 -1.1952 -1.8716 0.6753 -1.0271
H 2.3399 0.1878 -1.6345 0.4888 -2.1702 0.2528
H 2.3638 -1.5200 0.6051 0.5093 -1.3741 0.9802
H 3.6339 0.3485 1.2430 -0.8191 0.4683 -0.7257
H 2.2366 0.8219 1.9504 -1.9974 0.2081 1.0963
H 1.7275 2.0966 -0.0103 0.4846 -0.5651 0.1639
H 0.0202 -0.7718 -1.7485 -0.0310 0.6088 3.0467
H -1.9694 -0.0611 -1.5546 -0.8610 -0.2828 -0.5550
H -1.9884 -0.6333 1.5072 -1.6477 -0.3768 -2.3124
H -2.1683 -2.0116 0.2234 0.1004 1.9920 0.3402
H -4.4523 -1.3959 0.1804 3.3806 3.2530 -0.5587
H -3.1007 1.1435 0.1728 -0.4752 1.7821 0.3163
```
Forces are in eV/Å.

Computed properties:
2S+1: 1
HOMO-LUMO gap in eV: 9.6826
Relative energy (zero: lowest compared OMol25 entry of this formula, charge and spin) in kJ/mol: 243.5
HOMO in Ha: -0.3447
SMILES: N[C@@H](CO)C(=O)N[C@@H](CO)C(=O)O

***

[4]
The following is a DFT calculation (the ωB97M-V functional and the def2-TZVPD basis) of a structure of composition C4H3I4NO.

```
13
Properties=species:S:1:pos:R:3:forces:R:3
C 0.0209 0.5029 0.5952 -0.0807 -1.9920 -1.4636
C 0.0624 -0.2272 -0.6441 0.3190 -2.3665 -0.7954
C -1.1362 -1.0849 -0.5251 -0.5637 -0.4145 -1.1449
C 0.9797 1.5361 0.8335 0.1496 1.3202 -1.2954
N -0.7787 -0.0947 1.4027 0.2311 2.1275 1.8279
O -1.4239 -1.0938 0.8155 -0.5072 -1.3211 -0.6816
I 1.0179 0.1677 -2.4588 -0.4408 0.0411 0.6356
I 1.7713 -2.2444 0.4290 -0.4921 0.8956 -0.4445
I -1.4279 -3.0107 -1.4673 0.1653 1.0186 0.4239
I -2.7194 0.3654 -1.4288 0.3322 -0.2778 0.0961
H 1.8786 1.0638 1.1599 0.6756 -0.0575 1.1232
H 0.4416 2.2184 1.4886 1.0697 0.6793 0.0896
H 1.3137 1.9013 -0.2004 -0.8580 0.3471 1.6292
```
Forces are in eV/Å.

Computed properties:
2S+1: 1
HOMO-LUMO gap in eV: 6.0687
Relative energy (zero: lowest compared OMol25 entry of this formula, charge and spin) in kJ/mol: 101.1
HOMO in Ha: -0.3266

***

[5]
The following is a DFT calculation (the ωB97M-V functional and the def2-TZVPD basis) of a structure of composition C38H52BF3IN10O3S5Zr.

```
114
Properties=species:S:1:pos:R:3:forces:R:3
Zr 3.5007 0.8706 0.4139 -1.6938 -1.8258 -0.2159
C 0.5786 -1.2211 3.8993 -0.0236 -0.0233 0.0050
C -0.0560 -1.2662 2.5484 0.0902 0.1165 -0.0107
C -0.7577 -2.3468 2.1030 -0.0889 -0.0994 0.0052
C -1.2409 -2.3866 0.7811 -0.0408 -0.0439 -0.0451
N -1.1358 -1.3424 -0.0013 0.0900 0.0646 0.3004
N -0.4994 -0.2648 0.4592 -0.1295 0.1710 -0.4548
B -0.5583 0.9765 -0.5011 -0.0077 -0.0224 -0.2021
N -1.3825 2.0959 0.0984 -0.0864 -0.8625 -0.1615
N -2.5902 1.4937 0.3510 0.1955 0.3104 0.0408
C -3.5607 2.2154 0.7930 -0.0223 0.1848 0.0176
C -3.3788 3.6195 1.0047 -0.1563 -0.0871 -0.0027
C -2.1915 4.2132 0.7719 0.1750 0.0607 -0.0230
C -1.9957 5.6767 1.0003 0.0777 -0.0531 -0.0171
C -1.0763 3.3980 0.2988 -0.1617 0.4109 0.1313
S 0.4378 4.0551 0.0444 0.0172 0.0394 0.0535
C -4.8926 1.5383 1.0492 0.0277 0.0415 0.0167
C -5.9236 2.1071 0.0659 -0.0297 0.0115 -0.0432
C -4.7705 0.0329 0.8415 -0.0552 -0.1063 -0.0028
C -5.3400 1.8252 2.4874 -0.0179 -0.0302 0.0574
N -1.0344 0.4362 -1.9213 -0.4341 -0.0097 0.3765
N -2.2043 0.0322 -2.3911 0.3228 0.0608 -0.0890
C -2.1761 -0.4185 -3.6263 -0.1008 -0.0062 -0.0295
C -0.9719 -0.4672 -4.3759 -0.0980 -0.0450 -0.0870
C 0.2272 -0.0355 -3.8784 0.0802 0.0578 0.1450
C 1.5121 -0.0216 -4.6368 -0.0675 0.0142 -0.0256
C 0.1245 0.4362 -2.5564 0.1832 -0.0873 0.0102
S 1.1183 1.2936 -1.3909 0.2405 0.2022 -0.0045
C -3.4832 -0.9003 -4.2370 0.1094 0.0158 0.0211
C -4.6554 -0.6383 -3.2967 -0.0701 0.0167 0.0219
C -3.7295 -0.1615 -5.5590 -0.0324 -0.0037 -0.0366
C -3.3578 -2.4086 -4.4965 -0.0280 -0.0298 -0.0077
C 0.1259 -0.1946 1.6310 0.1599 -0.2104 0.2355
S 1.1858 1.1190 1.9931 0.1931 0.2662 -0.2495
C -1.9101 -3.5989 0.1439 0.0679 0.0290 0.1014
C -1.9328 -4.7948 1.0944 -0.0142 -0.0364 0.0022
C -3.3406 -3.2200 -0.2450 -0.0793 0.0268 -0.0314
C -1.1170 -3.9709 -1.1138 0.0476 -0.0100 -0.0598
H 0.2584 -2.0683 4.5032 0.0037 -0.0076 -0.0134
H 0.3387 -0.2950 4.4204 -0.0273 0.0182 -0.0152
H 1.6642 -1.2491 3.7865 0.0163 -0.0071 -0.0217
H -0.9042 -3.1939 2.7576 -0.0016 -0.0260 0.0085
H -4.2099 4.2164 1.3577 -0.0218 -0.0235 0.0023
H -2.9345 6.1401 1.2951 -0.0106 0.0303 0.0158
H -1.6117 6.1613 0.1026 -0.0099 -0.0259 -0.0166
H -1.2476 5.8428 1.7766 0.0013 -0.0109 0.0012
H -5.6386 1.8945 -0.9662 0.0194 -0.0164 0.0026
H -6.0375 3.1872 0.1687 0.0175 0.0144 0.0254
H -6.8985 1.6541 0.2502 -0.0093 -0.0155 0.0012
H -4.4243 -0.2060 -0.1645 -0.0070 0.0364 0.0029
H -5.7470 -0.4281 0.9983 -0.0121 -0.0261 -0.0011
H -4.0639 -0.4114 1.5458 0.0034 0.0265 0.0090
H -5.5019 2.8879 2.6688 0.0138 0.0292 -0.0231
H -4.6042 1.4668 3.2097 0.0181 -0.0119 -0.0132
H -6.2833 1.3156 2.6878 -0.0086 -0.0142 -0.0142
H -1.0158 -0.8423 -5.3902 0.0247 -0.0169 -0.0151
H 1.3464 -0.2680 -5.6836 -0.0126 0.0059 0.0001
H 2.2166 -0.7318 -4.2068 0.0023 -0.0244 0.0146
H 1.9823 0.9608 -4.5700 0.0082 0.0038 0.0051
H -4.7622 0.4248 -3.0776 0.0082 0.0093 -0.0200
H -4.5441 -1.1587 -2.3467 0.0218 -0.0324 -0.0072
H -5.5720 -0.9865 -3.7738 -0.0180 0.0046 0.0088
H -3.7825 0.9172 -5.4051 0.0001 0.0110 0.0194
H -4.6788 -0.4867 -5.9860 -0.0075 -0.0074 0.0096
H -2.9572 -0.3634 -6.3015 0.0252 -0.0058 0.0017
H -3.1371 -2.9497 -3.5743 -0.0167 0.0088 0.0206
H -2.5728 -2.6349 -5.2198 0.0239 0.0098 -0.0055
H -4.2963 -2.7920 -4.8985 -0.0077 0.0050 -0.0087
H -2.5391 -4.6051 1.9821 -0.0049 0.0301 0.0049
H -0.9293 -5.0830 1.4142 0.0263 0.0080 -0.0155
H -2.3694 -5.6525 0.5819 -0.0121 0.0082 -0.0089
H -3.9378 -2.9615 0.6316 0.0063 -0.0051 0.0176
H -3.8207 -4.0618 -0.7465 -0.0166 -0.0121 -0.0069
H -3.3414 -2.3620 -0.9180 0.0297 -0.0083 0.0000
H -0.0925 -4.2548 -0.8640 0.0164 0.0014 0.0189
H -1.0726 -3.1347 -1.8129 -0.0316 0.0061 0.0108
H -1.5951 -4.8163 -1.6103 0.0009 -0.0204 -0.0162
C 2.5158 -5.1107 0.7926 -0.0697 -0.0270 0.0780
C 3.4742 -4.3858 -0.1362 0.1256 0.0880 -0.0721
N 4.3934 -3.4980 0.5623 -0.1000 0.0593 0.0644
C 4.1398 -2.2342 0.9158 0.1814 -0.2115 0.0303
S 2.5429 -1.5900 0.6667 0.1836 0.1956 0.0870
N 5.1465 -1.5837 1.4860 -0.3543 0.2736 0.0028
N 4.7955 -0.2977 1.7946 0.5150 -0.2057 0.0992
C 5.5421 0.3823 2.5958 -0.1583 0.3137 0.1710
C 6.7958 -0.1272 3.2082 0.0289 -0.0182 0.0531
C 5.0364 1.7457 2.9223 0.2434 -0.5165 -0.1027
C 5.6742 2.5736 3.8207 -0.2187 0.2279 0.1617
C 5.0644 3.7815 4.1525 0.1339 -0.0779 0.0214
C 3.8640 4.1282 3.5633 -0.1217 -0.0275 -0.0761
C 3.3169 3.2748 2.6177 0.1195 -0.0429 0.0231
N 3.8899 2.1078 2.3156 0.4701 0.3959 -0.2469
H 1.8455 -5.7533 0.2203 0.0014 -0.0165 -0.0297
H 1.9097 -4.3922 1.3482 -0.0022 0.0096 -0.0081
H 3.0486 -5.7344 1.5108 0.0297 0.0070 -0.0023
H 2.9279 -3.7877 -0.8666 -0.0019 -0.0135 0.0020
H 4.0900 -5.0907 -0.6945 -0.0386 -0.0459 0.0147
H 5.3184 -3.8264 0.7946 0.0076 -0.0119 -0.0514
H 6.9190 -1.1808 2.9841 0.0008 -0.0011 -0.0097
H 6.7931 0.0221 4.2887 -0.0123 -0.0238 -0.0041
H 7.6472 0.4236 2.7989 -0.0031 -0.0118 -0.0081
H 6.6114 2.2772 4.2655 0.0038 0.0249 0.0305
H 5.5338 4.4443 4.8672 -0.0013 -0.0004 0.0009
H 3.3587 5.0541 3.7950 0.0258 0.0176 0.0226
H 2.4092 3.5205 2.0739 0.0110 0.0597 0.0270
F 5.4967 4.4452 1.0091 -0.0822 -0.1342 0.3140
C 5.6327 4.3655 -0.3042 0.2117 0.1112 -0.3075
F 6.9143 4.5388 -0.6130 -0.1863 0.1616 0.0404
F 4.8781 5.2972 -0.8710 0.1813 -0.0023 -0.0164
S 5.1358 2.7333 -0.9862 -0.8358 -0.1583 0.3827
O 5.6339 1.6963 -0.0542 0.1826 0.3078 0.0223
O 5.5753 2.7802 -2.3256 0.0015 -0.0772 -0.0169
O 3.6371 2.6612 -0.7394 0.6240 0.7824 -0.4200
I 4.2621 -0.5096 -2.0482 0.2129 0.1306 0.0023
```
Forces are in eV/Å.

Computed properties:
2S+1: 1
Net charge: +1
HOMO-LUMO gap in eV: 6.4299
Relative energy (zero: lowest compared OMol25 entry of this formula, charge and spin) in kJ/mol: 0.0
HOMO in Ha: -0.3623

***

[6]
The following is a DFT calculation (the ωB97M-V functional and the def2-TZVPD basis) of a cluster of 2 separate species, C5H9NO2 in total.

```
17
Properties=species:S:1:pos:R:3:forces:R:3
C 2.2116 -1.1914 -0.7001 -0.6308 -0.1383 0.9429
C 2.6870 0.1347 -0.5544 -0.2880 0.1824 -0.8618
N -0.4440 -0.3404 -0.6879 2.0231 -0.8508 0.9128
C -0.7594 -0.1168 1.7717 0.2780 0.5382 -0.1994
C -0.6916 0.5114 0.3685 0.5684 -1.4289 0.7142
C -2.0958 0.3057 -0.4417 -1.4403 2.1259 0.0908
O -3.0081 -0.2421 0.0960 0.0137 -0.8718 -0.0675
O 1.9718 1.0303 -0.0986 0.3262 0.4463 0.5662
H 2.7600 -1.9966 -1.1729 -0.1358 0.2220 -0.3284
H 1.4522 -1.4771 0.0187 0.2547 -0.2516 0.1693
H 3.6741 0.4098 -0.9659 0.0572 -0.2075 0.0695
H 0.4951 -0.1664 -1.1431 -0.8579 0.6511 -1.0619
H -1.7335 -0.5084 2.0220 -0.1637 -0.1606 0.0444
H -0.4578 0.6722 2.4653 -0.2109 -0.1216 0.0727
H 0.0056 -0.8904 1.8228 -0.1711 -0.0973 0.0077
H -0.2476 1.4952 0.4378 0.1138 0.1777 -0.6799
H -2.2652 1.0330 -1.2401 0.2633 -0.2151 -0.3916
```
Forces are in eV/Å.

Computed properties:
2S+1: 1
HOMO-LUMO gap in eV: 5.0857
Relative energy (zero: lowest compared OMol25 entry of this formula, charge and spin) in kJ/mol: 741.9
HOMO in Ha: -0.2987